Entry a
One molecule with the formula CF2OS, computed with ωB97M-V with the def2-TZVPD basis set.

Output
- Kohn-Sham gap: 9.339 eV
- SMILES: O=S(F)#CF

```
! RIJCOSX wB97M-V def2-TZVPD def2/J DEFGRID3
* xyz 0 1
O 0.573 -0.183 1.302
S 0.886 0.466 -0.016
F 0.683 -0.415 -1.426
C -0.975 0.728 0.156
F -1.166 -0.596 -0.016
*
```



Entry b
One molecule with the formula CF2OS, computed with ωB97M-V with the def2-TZVPD basis set.

Output
- Kohn-Sham gap (spin up / spin down): 8.186 / 6.839 eV

```
! RIJCOSX wB97M-V def2-TZVPD def2/J DEFGRID3
* xyz 0 1
C 0.681 0.197 -0.318
O -2.089 -0.880 0.596
F 1.955 0.515 -0.035
F 0.233 0.753 -1.421
S -0.780 -0.585 1.178
*
```



The structure with the least stability is entry a.



Entry a
A 2-piece molecular cluster, CH3N2PS overall, computed with ωB97M-V with the def2-TZVPD basis set.

Output
- Kohn-Sham gap: 9.199 eV
- SMILES: [H]/N=P\S.C#N

```
! RIJCOSX wB97M-V def2-TZVPD def2/J DEFGRID3
* xyz 0 1
H -2.627 1.296 1.134
N -1.931 0.501 1.035
P -0.446 0.658 0.983
S 0.079 2.539 2.052
H 1.040 2.933 1.374
C 1.265 -2.667 -2.230
N 0.485 -2.269 -1.487
H 2.135 -2.991 -2.862
*
```



Entry b
One molecule with the formula CH3N2PS, computed with ωB97M-V with the def2-TZVPD basis set.

Output
- Kohn-Sham gap (spin up / spin down): 7.010 / 7.201 eV
- SMILES: C=NN=[PH]=S

```
! RIJCOSX wB97M-V def2-TZVPD def2/J DEFGRID3
* xyz 0 1
C 0.985 0.722 0.964
N 1.081 0.046 -0.093
N 0.498 -0.887 -0.672
P -1.139 -1.004 -0.731
S -2.154 0.600 -0.301
H 0.332 0.450 1.788
H 1.645 1.566 1.080
H -1.248 -1.493 -2.034
*
```



The structure with the least stability is entry b.



Entry a
A 2-piece molecular cluster, C6H13N2O overall, computed with ωB97M-V with the def2-TZVPD basis set.

Output
- Kohn-Sham gap (spin up / spin down): 4.169 / 4.871 eV
- <S²>: 2.030

```
! RIJCOSX wB97M-V def2-TZVPD def2/J DEFGRID3
* xyz 1 3
C -1.683 -0.940 -0.702
C -1.602 0.972 0.419
C -3.066 0.599 0.240
C 2.116 -1.677 0.064
C 2.950 1.747 -0.417
C 1.994 -0.171 0.368
N -0.835 -0.101 -0.140
N -2.999 -0.595 -0.642
O 2.649 0.592 -0.590
H -1.416 1.856 -0.120
H -1.448 1.172 1.451
H -3.330 0.051 1.179
H -3.892 1.315 0.075
H 3.007 -2.182 0.592
H 2.208 -1.794 -0.999
H 1.221 -2.158 0.338
H 3.523 2.080 -1.320
H 2.574 2.349 0.432
H -1.341 -1.854 -1.258
H 2.346 -0.026 1.457
H 0.860 -0.085 0.291
H -3.835 -1.148 -0.719
*
```



Entry b
A 2-piece molecular cluster, C6H13N2O overall, computed with ωB97M-V with the def2-TZVPD basis set.

Output
- Kohn-Sham gap (spin up / spin down): 5.405 / 7.332 eV
- <S²>: 2.017

```
! RIJCOSX wB97M-V def2-TZVPD def2/J DEFGRID3
* xyz 1 3
C 0.623 1.817 -0.325
C 1.211 -1.509 -0.459
C -0.315 0.915 -0.235
C -0.001 -2.297 -0.648
C 1.738 2.283 0.674
C -2.775 0.511 -0.176
N -1.265 0.173 -0.260
N 2.046 -1.390 0.589
O -3.389 -0.570 0.426
H 0.577 2.294 -1.368
H -0.756 -1.530 -0.466
H -0.129 -3.193 0.068
H -0.206 -2.642 -1.658
H 1.905 3.411 0.486
H 2.693 1.702 0.517
H 1.217 2.179 1.710
H -2.943 1.447 0.246
H -3.092 0.416 -1.244
H 1.264 -0.708 -1.145
H 2.858 -0.870 0.573
H 1.869 -1.932 1.392
H -3.130 -0.509 1.303
*
```



The structure with the least stability is entry a.



Entry a
C2HFN2O2 as an isolated structure, computed with ωB97M-V with the def2-TZVPD basis set.

Output
- Kohn-Sham gap: 9.290 eV

```
! RIJCOSX wB97M-V def2-TZVPD def2/J DEFGRID3
* xyz 0 1
C 1.363 1.626 -1.010
C 0.075 1.295 -1.369
N 2.504 1.843 -0.717
N -0.172 0.225 -2.042
O -1.447 -0.087 -2.390
O 0.604 -0.773 -2.118
F -0.814 2.237 -1.470
H -0.567 -0.784 -2.822
*
```



Entry b
One molecule with the formula C2HFN2O2, computed with ωB97M-V with the def2-TZVPD basis set.

Output
- Kohn-Sham gap: 10.160 eV
- SMILES: Oc1onnc1F

```
! RIJCOSX wB97M-V def2-TZVPD def2/J DEFGRID3
* xyz 0 1
O -1.309 0.678 0.990
C -0.473 0.253 0.059
O -0.746 0.452 -1.172
N 0.321 -0.074 -1.956
N 1.122 -0.582 -1.132
C 0.690 -0.404 0.116
F 1.366 -0.851 1.213
H -0.972 0.529 1.882
*
```



The structure with the least stability is entry a.